Record 1
12
Properties=species:S:1:pos:R:3:forces:R:3:nbo_charge:R:1 method="wB97M-V/def2-TZVPD" homo_lumo_gap_ev=10.62 e_tot_ha=-248.428956 e_above_lowest_ev=2.654 total_charge=0 smiles=C[C@]1(N)CO1 multiplicity=1 lumo_ev=0.97 homo_energy_ev=-9.652
C -0.9947 0.3978 -0.5805 -0.1 0.0 -0.4 -0.64
C 0.0639 -0.5631 1.3346 0.0 0.3 0.5 -0.15
C 0.3472 0.1240 0.0851 -0.4 -0.3 -0.3 0.34
O 0.3691 0.9082 1.2363 -0.7 -0.6 0.6 -0.48
N 1.5119 -0.0872 -0.7122 -0.1 0.1 0.0 -0.81
H -1.3383 -0.4770 -1.1368 0.0 0.1 -0.2 0.20
H -1.7279 0.6245 0.2052 0.2 -0.1 -0.3 0.23
H -0.9185 1.2757 -1.2208 0.0 -0.1 -0.2 0.21
H -0.9257 -1.0504 1.2913 -0.1 1.1 0.8 0.17
H 0.6730 -0.9127 2.1434 0.9 -0.7 -0.5 0.21
H 1.3219 -0.9181 -1.2707 0.3 0.1 0.1 0.36
H 1.6181 0.6782 -1.3750 0.0 0.0 0.1 0.36

=====

Record 2
48
Properties=species:S:1:pos:R:3:forces:R:3:nbo_charge:R:1 method="wB97M-V/def2-TZVPD" homo_lumo_gap_ev="4.78 / 4.63" e_tot_ha=-1794.287897 total_charge=0 multiplicity=1 lumo_ev="-0.94 / -0.97" homo_energy_ev="-5.717 / -5.601"
O -0.3157 -0.8731 -3.6824 1.9 -0.3 -0.2 -0.65
H 0.0529 -1.4266 -4.3884 -0.1 0.0 0.0 0.55
Mg 1.1948 0.4528 -0.0248 -1.4 -1.0 -0.6 1.76
N 1.5421 -1.5231 -1.1868 -0.6 -1.1 -0.5 -0.32
N -0.4890 -1.7710 0.1678 0.7 -2.1 -0.3 -0.20
N 1.1684 2.6611 0.2103 -2.0 0.6 1.1 -0.21
N -0.7516 1.1834 1.0449 -1.1 2.7 1.0 -0.26
O 2.7797 -1.3051 -1.4590 1.3 0.4 -0.5 -0.63
O 1.8781 3.3239 -0.6474 0.8 0.2 -0.4 -0.65
O -1.8252 0.4978 1.5526 0.2 -0.5 -0.1 -0.62
O -1.6002 -1.9012 0.8286 -1.2 0.5 0.6 -0.64
C -0.0619 -2.9485 -0.3687 -0.7 2.0 0.8 0.04
C 1.1460 -2.8299 -1.0747 0.1 2.0 -0.5 0.08
C 0.2484 3.3026 0.9401 2.4 -0.8 -1.2 0.07
C -0.8049 2.4627 1.4361 0.4 -2.6 -0.5 0.20
C 1.9010 -3.9595 -1.6523 0.5 -0.5 0.1 -0.66
H 1.8604 -3.9302 -2.7458 0.2 0.0 0.0 0.20
H 1.4758 -4.9148 -1.3407 0.0 0.1 0.0 0.21
H 2.9524 -3.9629 -1.3541 0.0 0.2 -0.1 0.24
C -0.8361 -4.1908 -0.1854 -0.4 -0.5 0.1 -0.65
H -1.8331 -4.0903 -0.6356 0.0 0.0 0.2 0.22
H -0.9771 -4.4182 0.8792 -0.1 0.1 -0.2 0.23
H -0.3479 -5.0482 -0.6494 0.0 0.1 0.0 0.20
C 0.2568 4.7741 1.1093 -0.3 0.5 -0.1 -0.67
C -1.8966 3.0323 2.2847 -0.3 -0.1 0.2 -0.69
H 0.9438 5.2377 0.3949 -0.1 -0.2 0.1 0.25
H 0.5673 5.0614 2.1260 -0.1 -0.1 -0.2 0.22
H -0.7527 5.1699 0.9507 0.2 0.2 0.0 0.21
H -2.6174 2.2417 2.5139 0.2 0.4 0.0 0.26
H -2.4176 3.8582 1.7685 0.3 -0.3 0.2 0.22
H -1.4861 3.4416 3.2249 -0.1 -0.1 -0.4 0.23
H 1.6101 2.0928 -1.6806 0.2 0.2 0.2 0.52
H -1.7348 -0.4667 1.2175 -0.2 -0.4 0.1 0.50
C -1.6940 -0.5099 -3.7212 -0.8 0.5 0.3 -0.26
H -2.3042 -1.3662 -3.9226 -0.2 -0.5 -0.1 0.22
H -1.8199 0.2661 -4.4672 0.0 0.0 0.0 0.21
H -1.8908 -0.1384 -2.7318 -0.3 0.2 0.3 0.24
O 1.2913 1.1543 -1.9085 -0.5 0.8 -1.4 -1.05
H 0.2037 -1.0141 -2.8212 0.3 -0.3 1.0 0.58
H 0.6906 1.2952 -2.6637 0.5 -0.2 0.7 0.48
S 2.0242 -0.6013 4.3116 0.6 0.7 -1.3 0.45
C 3.3796 0.2859 3.6255 -0.8 0.0 -1.3 -0.43
C 3.1564 0.5443 2.2848 -1.1 -1.1 1.5 -0.04
N 1.9405 0.0304 1.8214 0.1 -0.5 1.6 -0.62
C 1.2327 -0.5840 2.7740 1.5 0.8 -0.5 -0.10
H 4.2533 0.5908 4.1741 -0.1 -0.1 0.3 0.25
H 3.7992 1.0809 1.5952 -0.1 -0.1 0.2 0.24
H 0.2523 -1.0298 2.6167 0.2 0.1 -0.1 0.27